Entry from the OMol25 dataset: C10H14Cl3FeN2OTe4 as an isolated structure at a distorted geometry (ωB97M-V/def2-TZVPD).

XYZ file:
```
35
C10H14Cl3FeN2OTe4 (ωB97M-V/def2-TZVPD)
Fe -1.2402 -0.6802 1.3761
Cl 4.1955 -0.7484 6.1026
C 3.1750 -0.7558 4.6812
C 1.8095 -0.9211 4.8160
C 1.0314 -0.9155 3.6772
Cl -0.6903 -1.1427 3.8165
C 1.5242 -0.7275 2.3725
O 0.7862 -0.6810 1.3215
C 2.9301 -0.5770 2.3133
Cl 3.6497 -0.3483 0.7439
C 3.7424 -0.5903 3.4289
H 1.3552 -1.0447 5.7888
H 4.8097 -0.4601 3.3196
Te -0.9291 -3.1949 0.7399
Te -3.3407 -2.1151 1.0574
Te -3.3250 0.8281 1.4474
Te -0.9171 1.8586 1.8703
C -2.1009 -0.0644 -3.4429
C -1.0617 0.8919 -2.8345
C -1.3291 2.3192 -3.2985
C 0.3445 0.4675 -3.2456
N -1.1363 0.9427 -1.3678
N -0.8919 -0.2921 -0.7167
H -2.2197 0.1233 -4.5124
H -3.0716 0.0715 -2.9601
H -1.8064 -1.1098 -3.3247
H -1.2608 2.3919 -4.3854
H -0.6035 2.9950 -2.8453
H -2.3268 2.6441 -2.9910
H 0.4265 0.4329 -4.3340
H 0.5887 -0.5234 -2.8598
H 1.0789 1.1740 -2.8548
H -2.0568 1.2567 -1.0734
H 0.1109 -0.4090 -0.5970
H -1.2505 -1.0962 -1.2295
```

Calculated values
E ... -4290.665774 a.u.
Lowest unoccupied orbital energy (spin up / spin down) ... 2.0 / 2.0 eV
Charge ... -1
Frontier orbital gap (spin up / spin down) ... 5.63 / 5.65 eV
Largest force on an atom ... 2.0 eV/A

Löwdin population analysis, charges in e, atoms 1 to 4: atom 1 (Fe): -0.85, atom 2 (Cl): 0.61, atom 3 (C): -0.68, atom 4 (C): -0.13